ORCA calculation (ωB97M-V with the def2-TZVPD basis set) on a 3-piece molecular cluster, C4H14O2S overall.

Atoms and positions in Å:
C: -1.58451 -0.07628 2.20311
C: -0.46923 0.68417 1.19589
C: -0.07648 -0.19953 -0.10500
S: 1.19753 -1.38708 -0.29464
C: 0.50133 -2.03943 -1.88181
H: -1.82825 -1.00439 1.43568
H: -2.67870 0.47088 2.27713
H: -1.41533 -0.24983 3.25211
H: -0.91053 1.67083 1.00248
H: 0.45680 0.92495 1.77733
H: -1.01079 -0.48027 -0.41131
H: 0.32741 0.52624 -0.87218
H: 1.23003 -2.79118 -2.25959
H: 0.48719 -1.30048 -2.69913
H: -0.42086 -2.33713 -1.35690
O: 3.00656 -1.94387 -4.13755
H: 3.16340 -2.81632 -3.67588
H: 3.88166 -1.49008 -4.10372
O: -1.31472 4.32186 2.72244
H: -2.04055 4.75793 3.07222
H: -0.50194 4.75901 2.85930

Properties
**HOMO**: -8.09 eV
**Max |F|**: 5.1 eV/A
**Net charge**: 0
**Molecular weight**: 126.22 u
**SMILES string**: CCCSC.O.O
**HOMO-LUMO gap**: 8.753 eV

---

ORCA calculation (ωB97M-V with the def2-TZVPD basis set) on a 3-piece molecular cluster, C4H14O2S overall.

Atoms and positions in Å:
C: 0.04620 2.99941 -0.78576
C: 0.00063 1.75083 0.17791
C: -1.07150 0.77817 -0.33001
C: -0.98601 -0.68133 0.38693
S: -2.50478 -1.69259 0.56157
H: 0.94848 3.45191 -1.02235
H: -0.37977 2.75949 -1.69968
H: -0.67317 3.64165 -0.38874
H: -0.18163 2.09446 1.23542
H: 0.93793 1.18519 0.21689
H: -0.99486 0.56757 -1.38444
H: -2.04809 1.28557 -0.11656
H: -0.43315 -0.46583 1.17905
H: -0.19187 -1.17204 -0.18178
H: -3.20747 -1.18024 -0.48425
O: 4.34100 0.71085 -0.08311
H: 3.81984 1.37435 -0.38262
H: 3.77841 0.15458 0.44589
O: 1.55605 -2.15413 -0.35072
H: 1.25797 -2.44796 0.42425
H: 2.33155 -1.70350 -0.05005

Properties
**HOMO**: -8.96 eV
**Max |F|**: 5.9 eV/A
**Net charge**: 0
**Molecular weight**: 126.22 u
**SMILES string**: CCCCS.O.O
**HOMO-LUMO gap**: 9.288 eV

---

ORCA calculation (ωB97M-V with the def2-TZVPD basis set) on a 3-piece molecular cluster, C4H14O2S overall.

Atoms and positions in Å:
C: 0.86798 1.74078 -1.33310
C: 1.11342 1.19593 0.09037
C: -0.02137 0.47698 0.87865
S: -0.34965 -1.19397 -0.03174
C: -1.69768 -1.72135 0.87943
H: 0.05955 2.43896 -1.43421
H: 1.77672 2.21509 -1.68517
H: 0.55690 0.95323 -1.96950
H: 1.43547 2.10619 0.69481
H: 2.01467 0.51781 0.12412
H: -0.85400 1.16845 1.00517
H: 0.37877 0.13136 1.79995
H: -2.48343 -0.96723 1.25276
H: -2.33120 -2.58765 0.66111
H: -1.13585 -1.93322 1.81541
O: 2.71102 -1.76280 1.20456
H: 2.72981 -2.70435 1.39002
H: 2.04057 -1.70536 0.48709
O: -2.62354 0.66339 -1.82802
H: -2.18663 0.86913 -2.65227
H: -2.00153 0.09863 -1.34943

Properties
**HOMO**: -8.92 eV
**Max |F|**: 4.9 eV/A
**Net charge**: 0
**Molecular weight**: 126.22 u
**SMILES string**: CCCSC.O.O
**HOMO-LUMO gap**: 9.541 eV

---

ORCA calculation (ωB97M-V with the def2-TZVPD basis set) on a 3-piece molecular cluster, C4H14O2S2 overall.

Atoms and positions in Å:
C: -1.44895 -0.96286 1.42660
C: -1.04354 0.37192 2.02179
S: -1.09288 1.81171 0.84247
S: -0.47150 1.23052 -0.94053
C: 1.34419 1.37859 -1.11082
C: 1.91773 0.23094 -1.89653
H: -0.76455 -1.09563 0.59279
H: -2.41399 -0.92785 0.92134
H: -1.28329 -1.73970 2.16691
H: -0.00727 0.28039 2.34953
H: -1.61580 0.86307 2.80770
H: 1.69433 2.33302 -1.50280
H: 1.66075 1.37882 -0.06413
H: 1.77282 -0.76358 -1.47242
H: 2.97653 0.38754 -2.10363
H: 1.46391 0.07442 -2.88096
O: 1.98091 -2.70465 0.03446
H: 2.86168 -2.86424 -0.32169
H: 2.12771 -2.20499 0.84338
O: -0.60930 -3.14151 -0.66878
H: 0.35638 -3.16261 -0.76097
H: -0.83409 -2.50263 0.02414

Properties
**HOMO**: -8.87 eV
**Max |F|**: 1.7 eV/A
**Net charge**: 0
**Molecular weight**: 158.29 u
**SMILES string**: CCSSCC.O.O
**HOMO-LUMO gap**: 9.079 eV

---

ORCA calculation (ωB97M-V with the def2-TZVPD basis set) on a 3-piece molecular cluster, C4H14O2S2 overall.

Atoms and positions in Å:
C: -0.53458 -1.93967 1.84089
C: -0.25899 -0.50019 2.18756
S: 0.91044 0.29132 1.06695
S: -0.15122 1.14460 -0.46662
C: -0.01347 -0.07613 -1.79845
C: -1.27654 -0.93307 -1.97086
H: -1.24912 -2.40207 2.49695
H: 0.39650 -2.48641 1.79218
H: -0.99431 -1.96869 0.84172
H: 0.25177 -0.42821 3.15206
H: -1.19763 0.03926 2.31690
H: 0.22987 0.42702 -2.71653
H: 0.82055 -0.72275 -1.55954
H: -1.50408 -1.33679 -0.99084
H: -1.06109 -1.77308 -2.63964
H: -2.13063 -0.34310 -2.29751
O: -3.03570 2.83941 -1.84960
H: -2.32202 2.69229 -2.47670
H: -2.76886 2.42954 -1.02059
O: 3.74530 -2.10268 0.93792
H: 3.10916 -1.78606 1.59690
H: 4.22139 -1.29183 0.69943

Properties
**HOMO**: -9.10 eV
**Max |F|**: 1.2 eV/A
**Net charge**: 0
**Molecular weight**: 158.29 u
**SMILES string**: CCSSCC.O.O
**HOMO-LUMO gap**: 9.495 eV

---

ORCA calculation (ωB97M-V with the def2-TZVPD basis set) on a 3-piece molecular cluster, C4H14O2S2 overall.

Atoms and positions in Å:
C: 0.28657 -0.39080 -0.87218
C: -0.56002 -0.75017 -2.11147
C: -1.99790 -1.08580 -1.74938
S: -3.13355 0.22276 -1.24752
S: -3.00974 0.39394 0.75834
C: -1.92882 1.80441 1.11825
H: 1.13203 0.26992 -1.10269
H: -0.31966 0.20313 -0.18063
H: 0.73908 -1.19448 -0.29423
H: -0.54955 0.14834 -2.72147
H: -0.10050 -1.65723 -2.50153
H: -2.38959 -1.69082 -2.57021
H: -2.03684 -1.84249 -0.94872
H: -2.36795 2.21366 2.02143
H: -0.87557 1.51401 1.16221
H: -1.87530 2.57883 0.34825
O: 6.77501 -1.20440 0.44554
H: 6.63132 -0.91694 1.35889
H: 5.90339 -1.15624 0.06251
O: 6.44729 0.50787 2.99833
H: 5.66356 0.44925 3.51233
H: 7.17701 0.15904 3.51264

Properties
**HOMO**: -8.84 eV
**Max |F|**: 2.0 eV/A
**Net charge**: 0
**Molecular weight**: 158.29 u
**SMILES string**: CCCSSC.O.O
**HOMO-LUMO gap**: 9.355 eV

---

ORCA calculation (ωB97M-V with the def2-TZVPD basis set) on a 3-piece molecular cluster, C4H14O3 overall.

Atoms and positions in Å:
C: -0.93178 -0.85710 -1.11094
C: 0.55825 -0.57273 -1.02543
C: 1.01459 0.93217 -0.85081
C: 2.27873 1.11689 -1.61886
O: 1.22956 1.36003 0.46055
H: -1.28384 -1.21468 -2.05592
H: -1.51022 0.03919 -0.72996
H: -1.12129 -1.61886 -0.43148
H: 0.92436 -1.13521 -0.14294
H: 0.98976 -0.89515 -1.96791
H: 0.18500 1.56615 -1.27290
H: 2.85743 2.11299 -1.53298
H: 3.05288 0.43200 -1.25839
H: 2.10586 0.96714 -2.72324
H: 1.27273 2.32572 0.40609
O: -0.68283 -0.07531 2.07331
H: 0.14832 0.37116 1.78001
H: -0.63696 0.09059 3.00462
O: -2.89071 -1.72851 1.30629
H: -3.54774 -1.94470 1.96613
H: -2.20327 -1.26137 1.87385

Properties
**HOMO**: -10.56 eV
**Max |F|**: 2.9 eV/A
**Net charge**: 0
**Molecular weight**: 110.15 u
**SMILES string**: CC[C@H](C)O.O.O
**HOMO-LUMO gap**: 11.212 eV

---

ORCA calculation (ωB97M-V with the def2-TZVPD basis set) on a 4-piece molecular cluster, C4H14O3 overall.

Atoms and positions in Å:
C: 2.30113 0.89427 -0.47007
C: 1.44240 0.31190 0.36567
C: 0.20455 0.97342 0.89489
C: 1.71849 -1.09527 0.88949
H: 3.27238 0.47514 -0.70070
H: 2.16849 1.92970 -0.76484
H: 0.07750 1.96848 0.46463
H: -0.67991 0.40241 0.62627
H: 0.18277 1.10109 1.97664
H: 2.71940 -1.17437 1.29800
H: 0.88505 -1.37162 1.53492
H: 1.64419 -1.81640 0.06640
O: -0.52839 -1.27521 -1.92947
H: -1.03388 -0.65753 -2.45788
H: 0.25363 -0.87489 -1.56299
O: -2.11713 -1.32702 0.53105
H: -1.52583 -1.14869 -0.23165
H: -2.75841 -1.93950 0.14680
O: -2.84393 1.70955 -0.57396
H: -2.66337 0.78213 -0.38050
H: -2.71914 2.13241 0.27730

Properties
**HOMO**: -9.60 eV
**Max |F|**: 1.3 eV/A
**Net charge**: 0
**Molecular weight**: 110.15 u
**SMILES string**: C=C(C)C.O.O.O
**HOMO-LUMO gap**: 10.168 eV

---

- What is the formula in the third record?
  C4H14O2S

---

- What is the formula in the second record?
  C4H14O2S

---

- Among the records above, which one has the lowest HOMO?
  number 7

---

- Which value of HOMO-LUMO gap does entry 7 give?
  11.212 eV